1.
123
Properties=species:S:1:pos:R:3 method="wB97M-V/def2-TZVPD" de_lowest_ev=0.000 orbital_gap_ev=4.39 charge=-2
Rb 1.823 0.319 0.211
C 0.327 -4.945 6.064
C -0.408 -3.666 6.443
C -1.854 -3.981 6.805
C -2.562 -2.731 7.289
C -2.409 -1.626 6.280
C -3.323 -0.597 6.226
C -3.191 0.414 5.284
F -4.115 1.411 5.287
C -2.178 0.416 4.371
C -1.245 -0.626 4.402
C -0.185 -0.631 3.372
O -0.168 0.207 2.478
C 0.784 -1.696 3.494
C 0.634 -2.619 4.461
N -0.392 -2.659 5.373
C -1.338 -1.646 5.359
C 1.868 -1.754 2.422
O 2.949 -1.179 2.660
O 1.496 -2.271 1.344
H 0.139 -5.688 6.840
H 1.406 -4.814 5.992
H -0.040 -5.339 5.114
H 0.079 -3.234 7.328
H -1.866 -4.757 7.572
H -2.356 -4.376 5.916
H -2.138 -2.423 8.251
H -3.623 -2.924 7.457
H -4.157 -0.575 6.919
H -2.076 1.187 3.618
H 1.353 -3.422 4.545
C 0.387 5.393 -2.737
C 1.296 4.434 -2.298
C 1.105 3.101 -2.630
C 0.028 2.666 -3.413
C -0.858 3.654 -3.853
C -0.690 4.994 -3.517
Si -0.141 0.763 -3.681
C -1.635 0.686 -4.907
C -1.558 0.177 -6.210
C -2.675 0.057 -7.027
C -3.925 0.460 -6.573
C -4.036 0.966 -5.282
C -2.916 1.057 -4.471
C 1.307 0.449 -4.917
C 2.018 1.459 -5.575
C 3.073 1.177 -6.432
C 3.446 -0.139 -6.674
C 2.757 -1.163 -6.038
C 1.718 -0.864 -5.168
H 0.520 6.436 -2.473
H 2.146 4.716 -1.686
H 1.833 2.384 -2.260
H -1.700 3.378 -4.479
H -1.403 5.733 -3.873
H -0.591 -0.126 -6.602
H -2.568 -0.341 -8.032
H -4.799 0.375 -7.210
H -5.004 1.271 -4.899
H -3.040 1.426 -3.454
H 1.745 2.495 -5.403
H 3.614 1.989 -6.909
H 4.277 -0.363 -7.335
H 3.048 -2.196 -6.204
H 1.211 -1.676 -4.650
C -5.175 -1.848 -3.842
C -3.872 -2.322 -3.905
C -2.978 -2.032 -2.886
C -3.376 -1.267 -1.793
C -4.672 -0.767 -1.752
C -5.572 -1.067 -2.767
As -2.032 -0.955 -0.404
C -2.647 0.814 0.169
C -3.517 1.064 1.226
C -3.866 2.370 1.553
C -3.347 3.434 0.829
C -2.475 3.194 -0.223
C -2.126 1.890 -0.549
C -2.811 -2.095 1.004
C -4.163 -2.251 1.295
C -4.579 -3.125 2.290
C -3.642 -3.869 2.997
C -2.294 -3.734 2.703
C -1.876 -2.849 1.714
H -5.868 -2.052 -4.650
H -3.543 -2.891 -4.766
H -1.949 -2.366 -2.953
H -4.978 -0.125 -0.933
H -6.579 -0.666 -2.731
H -3.912 0.244 1.814
H -4.535 2.551 2.388
H -3.614 4.451 1.091
H -2.047 4.014 -0.790
H -1.437 1.708 -1.368
H -4.906 -1.698 0.735
H -5.636 -3.233 2.507
H -3.970 -4.561 3.766
H -1.554 -4.320 3.237
H -0.815 -2.759 1.482
N 8.457 0.555 3.788
C 7.473 1.132 2.959
C 6.197 0.574 2.888
C 5.221 1.147 2.096
C 5.505 2.295 1.364
C 6.768 2.862 1.436
C 7.748 2.287 2.234
S 4.275 2.986 0.283
O 3.052 3.069 1.054
O 4.835 4.232 -0.209
N 4.029 1.908 -0.828
C 4.922 1.630 -1.801
S 6.319 2.649 -2.213
C 6.717 1.542 -3.480
C 5.814 0.534 -3.511
N 4.817 0.579 -2.573
H 8.298 -0.426 3.958
H 9.395 0.705 3.449
H 5.960 -0.326 3.447
H 4.250 0.669 2.066
H 6.970 3.754 0.859
H 8.737 2.732 2.291
H 7.567 1.704 -4.125
H 5.814 -0.278 -4.227

2.
125
Properties=species:S:1:pos:R:3 method="wB97M-V/def2-TZVPD" orbital_gap_ev=3.40 charge=-2
Rb 0.351 -0.039 -1.160
O 3.231 -1.600 -2.438
S 3.233 -0.097 -2.398
C 3.575 0.394 -4.082
C 4.807 0.887 -4.522
C 5.082 0.990 -5.887
C 4.131 0.602 -6.824
C 2.868 0.184 -6.405
C 2.539 0.138 -5.039
P 0.777 -0.173 -4.488
C -0.084 1.370 -4.927
C -1.064 1.835 -4.032
C -1.755 3.029 -4.266
C -1.482 3.781 -5.403
C -0.520 3.340 -6.304
C 0.173 2.148 -6.064
C 0.177 -1.458 -5.609
C -0.637 -1.237 -6.727
C -1.112 -2.306 -7.495
C -0.797 -3.617 -7.146
C 0.003 -3.860 -6.035
C 0.489 -2.791 -5.278
C 4.542 0.308 -1.249
C 5.871 -0.038 -1.550
C 6.897 0.137 -0.622
C 6.602 0.603 0.651
C 5.279 0.867 1.007
C 4.219 0.720 0.085
P 2.444 0.973 0.706
C 2.485 0.263 2.369
C 2.298 0.980 3.555
C 2.303 0.333 4.797
C 2.462 -1.050 4.869
C 2.617 -1.786 3.702
C 2.631 -1.136 2.465
C 2.388 2.784 0.794
C 3.242 3.584 1.564
C 3.163 4.981 1.516
C 2.231 5.602 0.689
C 1.375 4.828 -0.086
C 1.453 3.433 -0.033
H 5.585 1.180 -3.828
H 6.056 1.344 -6.218
H 4.362 0.645 -7.886
H 2.138 -0.085 -7.164
H -1.299 1.271 -3.130
H -2.505 3.368 -3.556
H -2.018 4.709 -5.588
H -0.302 3.921 -7.197
H 0.910 1.848 -6.800
H -0.931 -0.233 -7.019
H -1.743 -2.113 -8.358
H -1.181 -4.447 -7.732
H 0.244 -4.880 -5.745
H 1.103 -3.011 -4.404
H 6.116 -0.510 -2.499
H 7.918 -0.131 -0.882
H 7.394 0.715 1.387
H 5.087 1.156 2.037
H 2.130 2.053 3.544
H 2.167 0.909 5.708
H 2.449 -1.552 5.832
H 2.719 -2.868 3.744
H 2.741 -1.742 1.566
H 3.990 3.141 2.214
H 3.838 5.581 2.119
H 2.177 6.686 0.646
H 0.650 5.305 -0.741
H 0.777 2.856 -0.663
O -1.520 -1.703 -2.005
H -2.502 -1.586 -1.955
H -1.396 -2.582 -2.443
O -0.317 1.934 -2.787
H 0.270 2.428 -3.412
H -1.210 2.344 -2.907
O 0.687 -3.895 -0.579
C 0.597 -2.854 -0.736
F 0.125 -0.993 1.194
N 0.461 2.814 1.680
C 0.429 1.985 0.854
H 0.488 3.531 2.392
O -1.460 1.551 1.329
C -2.322 0.783 0.935
O -2.019 -0.127 -0.013
C -3.733 0.914 1.430
C -3.872 0.814 2.953
Ge -3.500 -0.948 3.743
C -1.626 -1.411 3.472
C -0.638 -1.011 4.388
C 0.703 -1.356 4.181
C 1.073 -2.085 3.049
C 0.103 -2.469 2.123
C -1.237 -2.137 2.335
C -4.651 -2.350 3.047
C -4.679 -2.649 1.675
C -5.505 -3.670 1.193
C -6.309 -4.398 2.074
C -6.289 -4.107 3.438
C -5.466 -3.087 3.923
C -4.074 -0.717 5.589
C -5.374 -0.229 5.811
C -5.852 -0.033 7.109
C -5.037 -0.330 8.203
C -3.749 -0.828 7.997
C -3.266 -1.024 6.696
H -4.394 0.172 0.938
H -4.086 1.925 1.128
H -4.926 1.054 3.197
H -3.229 1.573 3.446
H -0.890 -0.429 5.259
H 1.457 -1.055 4.897
H 2.111 -2.347 2.887
H 0.390 -3.025 1.239
H -1.961 -2.449 1.602
H -4.069 -2.103 0.976
H -5.520 -3.898 0.136
H -6.945 -5.191 1.700
H -6.909 -4.672 4.122
H -5.465 -2.890 4.985
H -6.022 0.004 4.977
H -6.853 0.348 7.265
H -5.410 -0.179 9.208
H -3.124 -1.066 8.848
H -2.277 -1.427 6.573
H 1.729 2.114 -1.442

no.,molecular weight (g mol⁻¹)
1,1165.67
2,1143.17